Entry 1:
Molecular formula: CH2BrCl2
Method: DFT, ωB97M-V with the def2-TZVPD basis set

Computed properties:
Energy above the lowest of the compared OMol25 structures with the same formula, charge and spin = 0.6 kJ/mol
E_LUMO = 3.2601 eV
Electronic energy = -3533.7930 hartree
Charge = -1
Highest occupied orbital energy = -3.85 eV
Kohn-Sham gap = 7.11 eV

```
6
CH2BrCl2, DFT ωB97M-V with the def2-TZVPD basis set
Br 0.19 -1.08 -2.74
C -0.04 0.23 0.38
Cl 0.47 1.48 1.56
Cl -0.75 -1.16 1.24
H -0.72 0.68 -0.32
H 0.84 -0.14 -0.12
```



Entry 2:
Molecular formula: CH2BrCl2OP
Method: DFT, ωB97M-V with the def2-TZVPD basis set

Computed properties:
Energy above the lowest of the compared OMol25 structures with the same formula, charge and spin = 0.0 kJ/mol
E_LUMO = 0.4111 eV
Electronic energy = -3950.3656 hartree
Charge = 0
Highest occupied orbital energy = -10.65 eV
Kohn-Sham gap = 11.06 eV

```
8
CH2BrCl2OP, DFT ωB97M-V with the def2-TZVPD basis set
C -0.95 -0.18 -0.13
O 1.12 1.26 1.15
P 0.85 0.16 0.24
Cl 1.57 0.60 -1.56
Cl 1.68 -1.58 0.75
Br -1.72 1.47 -0.16
H -1.18 -0.91 -1.01
H -1.36 -0.82 0.73
```



Entry 3:
Molecular formula: CH2BrClO
Method: DFT, ωB97M-V with the def2-TZVPD basis set

Computed properties:
Energy above the lowest of the compared OMol25 structures with the same formula, charge and spin = 153.1 kJ/mol
E_LUMO = 0.3899 eV
Electronic energy = -3148.6712 hartree
Charge = 0
Highest occupied orbital energy = -10.69 eV
Kohn-Sham gap = 11.08 eV

```
6
CH2BrClO, DFT ωB97M-V with the def2-TZVPD basis set
C 1.05 0.42 0.06
O 0.12 -0.53 -1.30
Cl 0.93 2.07 -0.36
Br 2.74 -0.36 -0.07
H 0.49 0.11 0.93
H -0.80 -0.37 -1.07
```



Entry 4:
Molecular formula: CH2BrN3
Method: DFT, ωB97M-V with the def2-TZVPD basis set

Computed properties:
Energy above the lowest of the compared OMol25 structures with the same formula, charge and spin = 478.8 kJ/mol
E_LUMO (spin up / spin down) = -1.1025 / -1.1050 eV
Electronic energy = -2777.4108 hartree
Charge = 0
Highest occupied orbital energy (spin up / spin down) = -8.41 / -8.40 eV
Kohn-Sham gap (spin up / spin down) = 7.30 / 7.30 eV

```
7
CH2BrN3, DFT ωB97M-V with the def2-TZVPD basis set
C -1.45 0.92 1.11
N -1.35 -0.26 0.61
N 0.48 0.47 -0.40
N -0.18 -0.49 0.10
Br -3.15 1.66 1.24
H 0.08 1.36 -0.10
H 0.15 -1.44 -0.03
```



Entry 5:
Molecular formula: CH2BrNO
Method: DFT, ωB97M-V with the def2-TZVPD basis set

Computed properties:
Energy above the lowest of the compared OMol25 structures with the same formula, charge and spin = 391.8 kJ/mol
E_LUMO = -0.3622 eV
Electronic energy = -2743.1734 hartree
Charge = 0
Highest occupied orbital energy = -9.96 eV
Kohn-Sham gap = 9.59 eV
SMILES = BrN1CO1

```
6
CH2BrNO, DFT ωB97M-V with the def2-TZVPD basis set
C 0.62 0.05 0.04
N -0.62 -0.35 0.57
O 0.09 -1.18 -0.32
Br -2.26 0.54 -0.05
H 0.56 0.87 -0.68
H 1.61 0.06 0.43
```



Entry 6:
Molecular formula: CH2BrNOS
Method: DFT, ωB97M-V with the def2-TZVPD basis set

Computed properties:
Energy above the lowest of the compared OMol25 structures with the same formula, charge and spin = 0.0 kJ/mol
E_LUMO = 0.2110 eV
Electronic energy = -3141.4975 hartree
Charge = 0
Highest occupied orbital energy = -9.44 eV
Kohn-Sham gap = 9.65 eV
SMILES = O=C(Br)NS

```
7
CH2BrNOS, DFT ωB97M-V with the def2-TZVPD basis set
C 1.27 -0.80 0.31
N -0.03 -0.64 0.13
O 2.15 0.00 0.24
S -0.74 0.90 -0.27
Br 1.65 -2.69 0.76
H -0.68 -1.41 0.22
H 0.44 1.52 -0.27
```



Entry 7:
Molecular formula: CH2BrO2S
Method: DFT, ωB97M-V with the def2-TZVPD basis set

Computed properties:
Energy above the lowest of the compared OMol25 structures with the same formula, charge and spin = 68.3 kJ/mol
E_LUMO = 4.0293 eV
Electronic energy = -3161.9987 hartree
Charge = -1
Highest occupied orbital energy = -4.03 eV
Kohn-Sham gap = 8.06 eV

```
7
CH2BrO2S, DFT ωB97M-V with the def2-TZVPD basis set
C -0.95 0.29 -0.15
O 0.92 -1.18 0.99
O -0.90 -0.92 -0.81
S 0.72 -0.44 -0.24
Br 2.86 0.86 0.07
H -1.29 1.14 -0.73
H -1.36 0.25 0.87
```



Entry 8:
Molecular formula: CH2BrP
Method: DFT, ωB97M-V with the def2-TZVPD basis set

Computed properties:
Energy above the lowest of the compared OMol25 structures with the same formula, charge and spin = 74.9 kJ/mol
E_LUMO = -0.1028 eV
Electronic energy = -2954.6104 hartree
Charge = 0
Highest occupied orbital energy = -9.43 eV
Kohn-Sham gap = 9.32 eV
SMILES = [H]/P=C/Br

```
5
CH2BrP, DFT ωB97M-V with the def2-TZVPD basis set
C 0.00 0.79 0.94
P 1.44 0.42 0.24
Br -0.14 1.86 2.44
H -0.82 0.25 0.71
H 0.85 -0.49 -0.70
```